{"formula": "C29H41F15N2O15S", "method": "ωB97M-V with the def2-TZVPD basis set", "homo_lumo_gap_ev": 10.0, "energy_ev": -116022.1419, "e_homo_ev": -10.0, "symbols": ["H", "N", "C", "C", "C", "C", "C", "C", "C", "N", "O", "C", "C", "O", "O", "S", "O", "O", "H", "H", "H", "H", "H", "H", "H", "H", "H", "H", "H", "H", "H", "H", "H", "C", "C", "O", "C", "O", "C", "F", "F", "F", "H", "H", "H", "H", "H", "C", "C", "O", "C", "O", "C", "F", "F", "F", "H", "H", "H", "H", "H", "C", "C", "O", "C", "O", "C", "F", "F", "F", "H", "H", "H", "H", "H", "C", "C", "O", "C", "O", "C", "F", "F", "F", "H", "H", "H", "H", "H", "C", "C", "O", "C", "O", "C", "F", "F", "F", "H", "H", "H", "H", "H"], "xyz": [[-2.119, 6.112, 2.786], [-1.781, 5.195, 3.205], [-1.713, 4.229, 2.208], [-2.131, 4.602, 0.633], [-0.926, 5.430, -0.133], [-0.193, 4.566, -1.337], [0.486, 3.157, -0.844], [2.001, 3.287, -0.234], [2.184, 4.400, 0.955], [3.214, 5.521, 0.727], [1.521, 4.440, 2.117], [0.825, 5.502, -2.275], [0.860, 7.077, -1.752], [1.818, 7.884, -2.565], [-0.472, 7.662, -1.977], [-1.657, 6.997, -0.948], [-1.876, 8.002, 0.249], [-2.978, 6.605, -1.650], [-1.335, 3.137, 2.420], [-3.048, 5.350, 0.709], [-2.489, 3.660, 0.035], [-0.195, 5.829, 0.688], [-1.075, 4.261, -2.081], [0.580, 2.477, -1.820], [-0.234, 2.536, -0.122], [2.259, 2.229, 0.250], [2.777, 3.532, -1.087], [2.762, 6.461, 0.767], [3.639, 5.400, -0.219], [1.893, 5.039, -2.398], [0.369, 5.556, -3.377], [1.242, 7.126, -0.647], [2.645, 8.040, -1.988], [-0.248, -1.784, -5.290], [-1.279, -0.724, -5.626], [-2.088, -0.423, -4.479], [-1.541, 0.446, -3.567], [-0.430, 0.954, -3.687], [-2.524, 0.714, -2.427], [-3.110, -0.424, -1.956], [-3.543, 1.535, -2.811], [-1.940, 1.312, -1.351], [-0.731, -2.673, -4.873], [0.316, -2.073, -6.182], [0.459, -1.424, -4.536], [-1.956, -1.103, -6.400], [-0.813, 0.185, -6.025], [4.807, -4.116, -1.669], [4.752, -5.263, -2.660], [3.594, -5.150, -3.501], [3.701, -4.284, -4.561], [4.707, -3.626, -4.807], [2.421, -4.299, -5.396], [1.291, -4.241, -4.633], [2.312, -5.432, -6.148], [2.341, -3.255, -6.268], [3.876, -4.057, -1.096], [5.643, -4.243, -0.975], [4.925, -3.156, -2.181], [4.658, -6.211, -2.118], [5.667, -5.325, -3.260], [-2.192, -1.444, 5.703], [-1.297, -0.230, 5.874], [-0.085, -0.384, 5.120], [-0.167, -0.094, 3.781], [-1.196, 0.275, 3.222], [1.199, -0.253, 3.114], [1.837, -1.401, 3.482], [2.046, 0.769, 3.429], [1.127, -0.282, 1.754], [-1.650, -2.360, 5.962], [-3.078, -1.364, 6.339], [-2.519, -1.551, 4.664], [-1.007, -0.134, 6.925], [-1.814, 0.697, 5.597], [3.411, -12.482, -2.027], [2.636, -11.179, -1.987], [3.164, -10.307, -0.976], [4.283, -9.592, -1.321], [4.832, -9.667, -2.417], [4.707, -8.673, -0.175], [4.696, -9.300, 1.036], [3.882, -7.594, -0.051], [5.965, -8.174, -0.330], [3.429, -12.950, -1.037], [2.961, -13.179, -2.740], [4.452, -12.315, -2.318], [1.593, -11.381, -1.719], [2.626, -10.682, -2.965], [-6.677, 5.641, 5.782], [-6.323, 4.969, 4.468], [-5.559, 3.775, 4.700], [-6.276, 2.656, 5.041], [-7.498, 2.636, 5.154], [-5.347, 1.455, 5.210], [-4.232, 1.747, 5.940], [-4.901, 0.978, 4.012], [-5.944, 0.404, 5.838], [-5.775, 5.829, 6.373], [-7.189, 6.590, 5.605], [-7.328, 5.004, 6.389], [-5.693, 5.638, 3.873], [-7.216, 4.751, 3.870]], "forces_ev_per_a": [[0.44, -1.37, 0.27], [0.03, -3.76, -4.77], [-0.31, 3.54, 1.67], [-0.54, 0.77, 0.67], [0.95, -1.03, -0.17], [-0.74, -0.15, -0.70], [-0.03, -0.36, -0.54], [0.29, -0.38, 0.81], [-1.84, 1.73, 4.49], [-2.31, -2.05, -1.22], [3.58, -0.59, -7.18], [-0.72, 0.55, -0.63], [2.02, -1.15, -0.55], [-0.22, -1.15, 2.48], [-0.11, -1.66, 1.55], [-4.57, 1.94, 3.43], [1.31, -3.56, -4.64], [5.20, 1.36, 1.45], [-0.82, 2.38, -0.17], [1.86, -1.66, -0.13], [0.92, 1.84, 1.06], [-1.31, -0.64, -1.67], [1.79, 0.60, 1.79], [-0.13, 1.49, 2.13], [1.69, 1.69, -1.40], [-0.42, 2.33, -1.07], [-1.60, -0.59, 1.78], [0.50, -1.20, 0.45], [-0.52, 0.21, 1.07], [-1.98, 1.08, 0.54], [1.02, -0.07, 2.45], [-1.28, 0.08, -1.86], [-2.14, -0.33, -1.28], [0.00, 0.03, 0.28], [0.56, -0.30, -0.67], [0.19, 1.46, 1.71], [2.00, -0.44, -2.46], [-2.54, -0.81, 0.79], [-1.77, 0.24, 1.99], [0.81, 0.83, -0.72], [1.11, -0.64, -0.11], [-0.12, -0.54, -1.29], [0.00, 0.13, -0.20], [-0.19, 0.10, 0.14], [-0.04, 0.03, -0.19], [-0.14, 0.15, 0.40], [-0.10, -0.08, 0.31], [-0.17, 0.34, -0.09], [0.69, -0.04, 0.60], [-0.46, 0.96, -1.84], [2.94, 0.09, 1.55], [-2.67, -1.32, 0.11], [-2.09, 0.06, -1.39], [1.24, -0.10, -0.27], [0.49, 0.81, 0.80], [0.63, -0.92, 0.98], [0.16, -0.15, 0.00], [-0.11, -0.05, -0.10], [0.10, -0.18, 0.03], [-0.27, 0.17, -0.33], [-0.30, 0.14, -0.06], [0.02, -0.21, -0.33], [-0.79, 0.04, 0.47], [0.62, 0.42, -2.05], [-2.94, 0.56, 1.34], [2.67, -0.79, 0.74], [2.30, -0.31, -1.07], [-0.90, 0.88, -0.10], [-1.08, -0.69, -0.05], [-0.44, 0.12, 1.26], [-0.06, 0.16, 0.11], [0.13, 0.04, -0.05], [-0.03, 0.13, 0.16], [0.29, -0.03, -0.34], [0.20, -0.22, -0.17], [0.38, -0.01, 0.11], [-0.28, -0.61, -0.56], [1.50, 1.45, 0.06], [-0.81, -1.77, -2.64], [-0.90, 0.60, 2.74], [0.95, 1.32, 2.06], [-0.13, 0.22, -1.31], [0.38, -0.97, -0.49], [-1.24, -0.70, -0.33], [-0.16, 0.04, -0.14], [0.01, 0.12, 0.09], [-0.20, 0.01, -0.08], [0.26, 0.28, 0.23], [0.20, 0.04, 0.27], [-0.03, -0.21, 0.34], [-0.40, 0.75, -0.06], [-0.49, -2.04, 0.35], [-2.18, 2.45, -0.47], [2.89, -0.54, -0.12], [1.44, -2.05, 0.36], [-1.04, 0.14, -0.53], [-0.61, 0.72, 0.79], [0.17, 1.30, -0.60], [-0.07, 0.07, -0.20], [0.08, -0.12, -0.03], [0.00, 0.10, -0.18], [0.13, -0.42, 0.12], [0.17, -0.19, 0.22]], "lowdin_charge": [0.04, 0.05, -0.16, -0.13, -0.28, -0.24, -0.15, -0.11, -0.30, 0.08, -0.05, -0.06, -0.35, -0.05, -0.21, 0.86, -0.38, -0.34, 0.11, 0.12, 0.12, 0.13, 0.15, 0.12, 0.12, 0.13, 0.11, 0.08, 0.07, 0.11, 0.15, 0.14, 0.13, -0.07, -0.20, 0.02, -0.32, 0.13, -0.46, 0.15, 0.15, 0.12, 0.08, 0.07, 0.08, 0.13, 0.13, -0.06, -0.20, 0.01, -0.32, 0.15, -0.46, 0.13, 0.15, 0.13, 0.08, 0.09, 0.08, 0.11, 0.13, -0.06, -0.21, 0.01, -0.32, 0.13, -0.47, 0.14, 0.14, 0.13, 0.08, 0.08, 0.08, 0.13, 0.11, -0.06, -0.21, 0.01, -0.32, 0.14, -0.47, 0.14, 0.14, 0.14, 0.08, 0.08, 0.08, 0.13, 0.13, -0.06, -0.21, 0.01, -0.32, 0.14, -0.47, 0.14, 0.14, 0.14, 0.09, 0.08, 0.08, 0.13, 0.13]}

{"formula": "C29H41F5OP2Pt", "method": "ωB97M-V with the def2-TZVPD basis set", "homo_lumo_gap_ev": [7.0, 5.1], "relative_energy_ev": 1.285, "energy_ev": -68175.0079, "multiplicity": 5, "total_charge": 2, "e_homo_ev": [-13.0, -13.0], "symbols": ["Pt", "C", "C", "C", "C", "C", "C", "H", "H", "H", "C", "H", "H", "H", "C", "H", "H", "H", "C", "H", "H", "H", "C", "H", "H", "H", "C", "C", "C", "C", "C", "C", "C", "C", "H", "H", "H", "H", "H", "H", "H", "H", "H", "H", "H", "H", "P", "C", "C", "P", "C", "C", "C", "H", "H", "H", "H", "H", "H", "H", "H", "H", "H", "H", "H", "H", "H", "F", "C", "C", "F", "C", "F", "C", "O", "C", "F", "C", "F"], "xyz": [[-2.921, -0.590, -0.049], [1.577, 2.500, -0.900], [0.652, 2.976, 0.079], [2.541, 2.226, 1.171], [2.739, 2.027, -0.220], [1.270, 2.850, 1.358], [1.374, 2.500, -2.358], [0.638, 3.266, -2.637], [0.995, 1.520, -2.721], [2.317, 2.702, -2.886], [3.956, 1.443, -0.809], [3.854, 1.325, -1.893], [4.160, 0.458, -0.360], [4.839, 2.074, -0.617], [3.498, 1.819, 2.210], [4.432, 2.399, 2.153], [3.759, 0.757, 2.075], [3.069, 1.955, 3.208], [0.735, 3.322, 2.651], [1.221, 4.262, 2.963], [0.906, 2.600, 3.463], [-0.340, 3.522, 2.579], [-0.683, 3.540, -0.219], [-0.594, 4.491, -0.770], [-1.262, 3.743, 0.691], [-1.284, 2.861, -0.848], [-3.799, -1.035, -1.799], [-3.218, 0.303, -1.846], [-4.127, 1.500, -1.710], [-4.973, 1.468, -0.407], [-4.360, 0.588, 0.666], [-4.723, -0.822, 0.809], [-5.711, -1.453, -0.153], [-5.283, -1.274, -1.642], [-4.791, 1.577, -2.578], [-6.009, 1.189, -0.620], [-3.527, 2.417, -1.691], [-5.877, -0.502, -2.144], [-3.303, -1.823, -2.395], [-2.336, 0.430, -2.501], [-5.468, -2.226, -2.151], [-5.738, -2.529, 0.057], [-4.682, -1.252, 1.829], [-6.733, -1.090, -0.002], [-4.986, 2.490, -0.012], [-4.064, 1.146, 1.574], [0.419, -0.730, -2.535], [1.924, -1.592, -1.981], [-0.133, -1.680, -3.999], [-1.338, -0.964, 2.232], [-0.819, -1.371, -1.293], [-1.827, 0.618, 3.023], [0.364, -0.427, 1.815], [2.440, -0.985, -1.226], [2.558, -1.724, -2.865], [1.674, -2.558, -1.526], [-0.441, -2.695, -3.715], [0.673, -1.713, -4.743], [-0.994, -1.130, -4.402], [1.080, -1.178, 2.163], [0.617, 0.542, 2.259], [0.469, -0.338, 0.731], [-0.279, -1.786, -0.430], [-1.368, -2.212, -1.749], [-1.246, 0.785, 3.939], [-2.890, 0.548, 3.278], [-1.675, 1.448, 2.317], [5.583, -5.943, 2.107], [5.013, -4.762, 1.813], [3.649, -4.705, 1.499], [2.914, -5.835, 1.478], [3.068, -3.495, 1.203], [1.754, -3.455, 0.870], [3.801, -2.263, 1.214], [3.262, -1.153, 0.958], [5.199, -2.384, 1.523], [5.937, -1.254, 1.513], [5.777, -3.594, 1.817], [7.096, -3.664, 2.113]], "forces_ev_per_a": [[8.22, -2.53, 0.19], [-0.04, -0.13, -0.18], [0.39, -0.10, 0.03], [-0.29, 0.17, 0.03], [-0.09, 0.05, 0.00], [0.37, -0.07, -0.24], [0.07, 0.64, -0.23], [0.18, -0.18, -0.04], [0.13, 0.34, 0.30], [-0.25, -0.04, 0.11], [0.18, -0.17, -0.46], [0.09, 0.01, 0.24], [-0.03, 0.32, -0.05], [-0.23, -0.11, 0.03], [0.06, -0.12, 0.53], [-0.20, -0.12, -0.03], [0.00, 0.35, 0.00], [0.23, -0.01, -0.16], [-0.35, 0.11, 0.34], [-0.07, -0.24, -0.13], [-0.01, 0.19, -0.24], [0.26, -0.01, 0.14], [-0.53, 0.14, 0.04], [0.00, -0.27, 0.12], [0.21, -0.01, -0.24], [0.32, 0.16, 0.10], [-0.42, 0.97, -2.09], [-1.20, -0.63, -2.16], [0.12, 0.43, 0.48], [0.17, 0.48, -0.12], [-2.62, -0.35, 1.35], [-1.97, 2.09, 1.08], [0.31, -0.56, -0.26], [-0.33, -0.55, 0.19], [0.18, -0.08, -0.02], [0.15, -0.07, 0.13], [-0.03, -0.23, -0.16], [0.21, -0.09, 0.09], [0.04, 0.47, 0.75], [-0.37, -0.02, 0.74], [-0.28, 0.32, 0.01], [-0.04, 0.20, 0.02], [0.16, 0.17, -0.69], [0.20, 0.10, 0.10], [-0.24, -0.21, -0.10], [0.10, -0.55, -0.53], [-1.13, 0.29, 0.32], [-0.02, -0.26, 0.23], [-0.03, -0.04, 0.14], [-0.37, 1.24, -1.01], [-1.33, -0.52, 1.27], [-0.60, -0.43, 0.35], [0.29, -0.29, 0.15], [-0.07, -0.18, -0.26], [0.05, -0.03, 0.24], [0.22, 0.07, -0.25], [0.14, 0.14, -0.24], [-0.33, 0.01, 0.10], [0.22, -0.29, -0.13], [-0.02, 0.15, -0.20], [-0.18, -0.34, 0.07], [0.07, -0.10, 0.11], [-0.15, 0.10, -0.32], [0.25, 0.25, 0.19], [-0.11, 0.06, -0.21], [0.21, 0.24, 0.16], [0.06, -0.18, 0.19], [-0.74, 1.57, -0.40], [0.56, -1.49, 0.36], [-1.16, -0.61, -0.21], [0.77, 1.01, 0.05], [-1.11, -0.83, -0.21], [1.19, 0.03, 0.40], [-0.51, 1.21, -0.35], [0.52, -1.12, 0.31], [1.05, 0.65, 0.13], [-0.74, -1.16, 0.05], [1.69, 0.55, 0.29], [-1.45, 0.00, -0.32]], "lowdin_charge": [1.16, -0.12, -0.12, -0.14, -0.11, -0.15, -0.04, 0.10, -0.01, 0.10, 0.01, 0.09, 0.08, 0.12, 0.01, 0.12, 0.08, 0.09, -0.01, 0.12, 0.09, 0.08, 0.00, 0.12, 0.08, 0.08, -0.28, -0.28, -0.16, -0.16, -0.31, -0.30, -0.16, -0.15, 0.13, 0.12, 0.10, 0.12, 0.12, 0.09, 0.12, 0.12, 0.12, 0.13, 0.12, 0.10, 0.82, -0.27, -0.29, 0.94, -0.35, -0.37, -0.35, 0.00, 0.06, 0.04, 0.05, 0.05, 0.04, 0.03, 0.02, 0.01, -0.05, -0.01, 0.06, 0.02, 0.03, 0.18, -0.06, -0.10, 0.14, -0.09, 0.10, -0.25, 0.03, -0.08, 0.14, -0.10, 0.14]}